14
Properties=species:S:1:pos:R:3:forces:R:3:mulliken_charge:R:1 method="wB97M-V/def2-TZVPD" fmax_ha_per_bohr=0.1011 de_lowest_kj_mol=810.2 homo_energy_ev=-8.519 total_energy_ha=-415.7320 total_charge=0
C -1.3741 -0.8076 0.1565 0.4 1.8 -3.6 -0.022
C -1.0739 0.6675 0.5321 0.4 -0.6 3.1 0.062
C 0.8050 1.0373 -0.6128 -2.7 1.6 -1.3 -0.234
C 0.0009 -0.4812 0.7984 -1.6 -0.5 0.4 -0.575
H -0.7508 0.2040 -1.6220 -2.5 -3.2 0.8 0.418
H -2.2616 -1.1416 0.7070 0.9 -0.4 0.2 0.364
H -1.6810 0.9805 1.4853 1.3 0.2 -2.2 0.290
H 1.4373 1.3099 -1.4192 0.6 0.9 -0.5 0.403
H 3.2770 -0.4473 0.0744 -4.8 -1.6 -1.1 0.383
H 0.1364 -0.9293 1.7523 0.6 0.0 0.7 0.378
N -0.4265 1.6101 -0.3866 1.8 -2.8 -0.3 -0.667
N 1.1616 -0.0285 0.0519 -0.3 -2.2 1.5 0.306
O -1.5110 -1.0687 -1.2519 3.1 4.0 1.0 -0.644
O 2.2608 -0.9051 -0.2654 2.7 2.7 1.3 -0.462